Record 1
{"formula": "C27H48BCaN9O5Si4Te", "method": "the ωB97M-V functional and the def2-TZVPD basis", "symbols": ["Ca", "O", "C", "C", "N", "C", "C", "O", "O", "C", "C", "O", "O", "H", "H", "H", "H", "H", "H", "H", "H", "H", "C", "C", "N", "N", "C", "B", "N", "C", "C", "C", "N", "N", "C", "C", "C", "N", "N", "C", "C", "C", "N", "H", "H", "H", "H", "H", "H", "H", "H", "H", "H", "H", "H", "C", "Si", "C", "C", "Si", "Te", "Si", "C", "C", "C", "Si", "C", "C", "C", "H", "H", "H", "H", "H", "H", "H", "H", "H", "H", "H", "H", "H", "H", "H", "H", "H", "H", "H", "H", "H", "H", "H", "H", "H", "H", "H"], "xyz": [[-0.930, -0.284, -2.037], [0.071, 2.454, -1.185], [1.132, 2.798, -2.075], [0.597, 3.109, -3.459], [-0.016, 1.937, -4.055], [-1.337, 2.153, -4.597], [-2.456, 2.034, -3.536], [-3.578, 2.392, -3.856], [-2.099, 1.530, -2.403], [0.918, 1.097, -4.785], [1.708, 0.130, -3.876], [2.918, 0.025, -4.049], [0.993, -0.493, -3.015], [-0.738, 2.288, -1.710], [1.865, 1.987, -2.126], [1.637, 3.681, -1.671], [1.405, 3.497, -4.097], [-0.155, 3.895, -3.353], [-1.546, 1.411, -5.369], [-1.453, 3.135, -5.070], [1.639, 1.695, -5.355], [0.362, 0.470, -5.485], [-4.684, -2.494, -0.951], [-3.883, -1.387, -0.631], [-2.609, -1.635, -0.881], [-2.549, -2.901, -1.360], [-3.793, -3.424, -1.430], [-1.306, -3.467, -2.070], [0.001, -3.162, -1.301], [1.131, -3.893, -1.391], [2.108, -3.272, -0.646], [1.469, -2.139, -0.128], [0.204, -2.078, -0.513], [-1.263, -2.848, -3.502], [-0.620, -3.266, -4.610], [-0.975, -2.444, -5.655], [-1.852, -1.516, -5.078], [-2.021, -1.750, -3.785], [-1.446, -5.002, -2.106], [-1.699, -5.777, -1.026], [-1.571, -7.091, -1.406], [-1.214, -7.016, -2.765], [-1.133, -5.761, -3.176], [-5.751, -2.596, -0.856], [-4.169, -0.422, -0.243], [-3.954, -4.416, -1.816], [1.154, -4.799, -1.976], [3.130, -3.581, -0.513], [1.864, -1.357, 0.500], [0.021, -4.129, -4.580], [-0.645, -2.507, -6.678], [-2.370, -0.686, -5.533], [-1.937, -5.334, -0.072], [-1.714, -7.966, -0.796], [-1.013, -7.818, -3.459], [3.020, 2.657, 0.745], [1.857, 3.338, 2.048], [2.889, 4.104, 3.430], [0.753, 4.666, 1.319], [0.574, 1.609, 2.983], [-0.962, 0.672, 1.268], [-0.847, 2.354, 4.696], [-1.789, 0.884, 5.393], [0.029, 3.206, 6.133], [-2.072, 3.588, 3.978], [1.928, -0.151, 3.748], [3.514, -0.316, 2.752], [0.961, -1.759, 3.687], [2.432, 0.169, 5.535], [3.415, 3.472, 0.133], [2.508, 1.959, 0.078], [3.865, 2.139, 1.202], [3.506, 4.906, 3.012], [3.559, 3.374, 3.891], [2.268, 4.537, 4.217], [1.367, 5.398, 0.783], [0.194, 5.196, 2.095], [0.052, 4.238, 0.603], [-1.121, 0.194, 5.917], [-2.293, 0.328, 4.599], [-2.546, 1.224, 6.106], [0.771, 2.567, 6.616], [-0.721, 3.476, 6.883], [0.532, 4.124, 5.822], [-2.527, 3.212, 3.059], [-1.585, 4.539, 3.747], [-2.874, 3.786, 4.695], [3.367, -0.248, 1.674], [3.980, -1.282, 2.969], [4.223, 0.466, 3.034], [0.595, -1.974, 2.679], [0.096, -1.727, 4.355], [1.599, -2.593, 3.995], [3.002, 1.095, 5.643], [3.065, -0.657, 5.876], [1.568, 0.223, 6.201]], "forces_ev_per_a": [[0.40, -0.02, 0.37], [0.47, 0.03, 0.05], [-0.01, 0.16, 0.11], [-0.06, -0.17, 0.13], [0.01, -0.21, -0.15], [0.05, 0.11, 0.09], [-0.16, -0.01, -0.20], [0.03, 0.00, 0.07], [-0.60, 0.45, -0.08], [0.00, 0.09, -0.05], [-0.05, -0.01, 0.06], [0.01, -0.06, -0.01], [0.45, 0.02, -0.26], [-0.23, 0.02, -0.08], [-0.05, -0.01, 0.01], [0.02, 0.01, -0.01], [0.03, 0.02, 0.04], [-0.03, 0.01, -0.06], [-0.01, -0.02, 0.04], [0.00, 0.03, -0.06], [0.02, 0.00, -0.04], [-0.01, -0.01, 0.01], [0.03, 0.04, 0.01], [-0.02, 0.01, 0.04], [-0.17, -0.18, -0.08], [-0.11, -0.01, 0.05], [0.02, -0.02, 0.04], [-0.03, -0.03, -0.06], [0.14, -0.11, 0.25], [-0.01, 0.00, -0.03], [0.00, -0.03, 0.00], [-0.08, 0.01, 0.03], [-0.05, 0.01, -0.42], [-0.10, -0.15, -0.04], [0.05, 0.05, 0.04], [0.00, 0.01, 0.03], [0.06, 0.04, 0.01], [0.07, -0.13, 0.03], [0.04, -0.05, -0.05], [0.06, 0.06, 0.00], [-0.01, -0.01, 0.02], [0.00, 0.00, -0.02], [-0.07, -0.04, 0.02], [0.01, 0.01, 0.00], [-0.01, -0.01, -0.01], [0.01, 0.02, 0.01], [0.02, 0.01, 0.02], [-0.01, 0.00, 0.00], [0.01, 0.01, -0.02], [-0.03, 0.02, -0.02], [-0.01, 0.01, 0.01], [0.00, -0.01, -0.01], [-0.01, 0.00, -0.02], [0.00, 0.00, -0.01], [0.00, 0.01, 0.02], [-0.02, -0.02, 0.00], [-0.01, -0.02, -0.03], [0.02, 0.02, -0.01], [0.04, 0.03, 0.00], [0.05, 0.07, 0.21], [-0.06, 0.06, 0.08], [-0.02, 0.07, -0.07], [0.01, -0.03, 0.01], [0.02, 0.00, 0.03], [-0.03, -0.01, 0.00], [-0.08, -0.01, -0.04], [0.04, -0.02, 0.00], [0.00, -0.02, -0.03], [0.02, -0.05, 0.03], [0.01, -0.01, 0.00], [0.03, 0.03, 0.06], [-0.03, 0.00, 0.00], [0.00, -0.01, 0.03], [-0.02, 0.00, -0.02], [0.00, -0.02, -0.03], [0.00, 0.02, 0.04], [0.00, -0.03, -0.04], [-0.03, -0.05, -0.02], [-0.01, 0.02, -0.02], [0.00, 0.02, 0.01], [0.00, -0.02, -0.01], [-0.02, -0.02, -0.03], [0.03, 0.01, 0.01], [-0.02, -0.02, -0.02], [0.03, -0.01, 0.03], [0.00, -0.03, 0.00], [0.01, 0.02, 0.00], [-0.04, -0.02, 0.02], [0.01, 0.01, -0.01], [0.00, 0.01, 0.01], [0.03, 0.02, 0.02], [0.02, 0.02, -0.01], [-0.02, 0.00, 0.01], [-0.02, 0.00, -0.02], [0.01, 0.03, 0.03], [0.00, 0.00, -0.03]], "lowdin_spin": [0.005, 0.042, 0.002, 0.001, 0.000, 0.000, 0.000, 0.000, 0.005, 0.000, 0.000, 0.000, 0.000, 0.004, 0.000, 0.000, 0.000, 0.000, 0.000, 0.000, 0.000, 0.000, 0.000, 0.001, 0.002, 0.000, 0.000, 0.000, 0.000, 0.001, 0.000, 0.002, 0.006, 0.000, 0.000, 0.000, 0.000, 0.000, 0.000, 0.000, 0.000, 0.000, 0.000, 0.000, 0.000, 0.000, 0.000, 0.000, 0.000, 0.000, 0.000, 0.000, 0.000, 0.000, 0.000, 0.001, 0.022, 0.005, 0.003, 0.075, 0.767, -0.001, 0.002, -0.001, 0.001, 0.017, 0.002, 0.012, 0.004, 0.000, 0.000, 0.000, 0.001, 0.000, 0.000, 0.000, 0.000, 0.002, 0.000, 0.003, 0.000, 0.000, 0.000, 0.000, 0.001, 0.000, 0.000, 0.000, 0.000, 0.000, 0.010, 0.000, 0.000, 0.000, 0.001, 0.000], "gap_ev": [7.829, 5.934], "homo_energy_ev": [-5.615, -5.475], "total_charge": -1, "spin_multiplicity": 2}

=====

Record 2
{"formula": "C57H46BrCoN7O3Si", "method": "the ωB97M-V functional and the def2-TZVPD basis", "symbols": ["Co", "C", "C", "C", "C", "C", "C", "C", "C", "C", "C", "C", "C", "C", "C", "C", "C", "C", "C", "C", "N", "C", "C", "C", "C", "C", "C", "C", "C", "C", "C", "C", "C", "N", "C", "C", "C", "C", "C", "N", "C", "C", "C", "C", "C", "C", "C", "C", "N", "H", "H", "H", "H", "H", "H", "H", "H", "H", "H", "H", "H", "H", "H", "H", "H", "H", "H", "H", "H", "H", "H", "H", "H", "H", "H", "H", "H", "C", "N", "C", "C", "N", "C", "H", "H", "H", "H", "H", "H", "Br", "C", "C", "N", "C", "C", "C", "C", "O", "O", "H", "H", "H", "C", "Si", "C", "C", "O", "H", "H", "H", "H", "H", "H", "H", "H", "H"], "xyz": [[-0.035, -0.090, 0.135], [1.698, 6.393, -3.036], [1.408, 5.146, -3.579], [0.868, 4.144, -2.783], [0.601, 4.357, -1.423], [0.876, 5.622, -0.902], [1.422, 6.626, -1.695], [0.053, 3.213, -0.639], [0.654, 2.810, 0.563], [1.545, 3.600, 1.397], [1.666, 2.933, 2.569], [0.900, 1.701, 2.423], [0.859, 0.664, 3.378], [1.441, 0.965, 4.720], [0.984, 2.053, 5.471], [1.518, 2.345, 6.722], [2.529, 1.556, 7.257], [3.002, 0.479, 6.520], [2.467, 0.193, 5.268], [0.336, -0.630, 3.160], [-0.279, -1.045, 2.018], [-0.570, -2.352, 2.192], [-1.364, -3.120, 1.330], [-1.406, -4.609, 1.497], [-0.794, -5.406, 0.528], [-0.842, -6.795, 0.628], [-1.492, -7.406, 1.695], [-2.100, -6.617, 2.665], [-2.060, -5.230, 2.562], [-2.210, -2.555, 0.364], [-3.379, -3.233, -0.195], [-4.112, -2.273, -0.795], [-3.345, -1.031, -0.663], [-2.206, -1.246, 0.030], [-3.736, 0.225, -1.163], [-2.889, 1.350, -1.223], [-3.198, 2.549, -2.003], [-2.086, 3.310, -1.984], [-1.120, 2.601, -1.144], [-1.633, 1.422, -0.730], [-5.144, 0.383, -1.641], [-5.980, 1.335, -1.047], [-7.287, 1.522, -1.488], [-7.789, 0.759, -2.537], [-6.971, -0.190, -3.134], [-5.666, -0.375, -2.688], [-0.094, -2.812, 3.484], [0.415, -1.730, 4.110], [0.350, 1.651, 1.185], [2.138, 7.172, -3.650], [1.618, 4.942, -4.624], [0.679, 3.155, -3.193], [0.622, 5.843, 0.127], [1.625, 7.598, -1.263], [2.010, 4.541, 1.141], [2.259, 3.221, 3.426], [0.185, 2.660, 5.064], [1.135, 3.191, 7.283], [2.948, 1.784, 8.230], [3.800, -0.139, 6.915], [2.869, -0.629, 4.682], [-0.242, -4.925, -0.280], [-0.358, -7.399, -0.132], [-1.523, -8.487, 1.774], [-2.606, -7.082, 3.505], [-2.556, -4.614, 3.304], [-3.616, -4.284, -0.091], [-5.078, -2.384, -1.266], [-4.119, 2.738, -2.535], [-1.936, 4.272, -2.455], [-5.588, 1.927, -0.229], [-7.910, 2.271, -1.013], [-8.802, 0.912, -2.892], [-7.339, -0.774, -3.970], [-5.026, -1.095, -3.184], [-0.166, -3.818, 3.870], [0.800, -1.684, 5.117], [5.391, 0.039, 2.923], [4.317, -0.562, 2.161], [3.956, -1.900, 2.133], [2.852, -1.970, 1.330], [2.527, -0.714, 0.870], [3.419, 0.096, 1.378], [6.173, -0.699, 3.091], [5.040, 0.408, 3.889], [5.815, 0.873, 2.366], [4.508, -2.651, 2.680], [2.272, -2.835, 1.019], [3.465, 1.170, 1.211], [-2.113, 0.752, -4.842], [-1.066, -0.802, -4.514], [-0.708, -1.596, -5.589], [0.027, -2.703, -5.445], [0.411, -3.020, -4.198], [0.096, -2.272, -3.072], [-0.666, -1.122, -3.231], [0.576, -2.724, -1.702], [1.163, -3.832, -1.649], [0.306, -1.967, -0.744], [-1.020, -1.331, -6.594], [1.006, -3.916, -4.073], [-0.905, -0.506, -2.372], [3.746, -0.558, -2.060], [2.401, 0.750, -2.354], [3.317, 2.399, -2.048], [2.139, 0.700, -4.236], [1.042, 0.629, -1.549], [4.304, -0.760, -2.988], [3.319, -1.505, -1.711], [4.466, -0.227, -1.298], [4.404, 2.268, -2.165], [3.123, 2.765, -1.026], [2.996, 3.190, -2.742], [2.971, 1.210, -4.750], [1.201, 1.187, -4.543], [2.106, -0.337, -4.599]], "forces_ev_per_a": [[-0.43, -0.16, -1.09], [-0.03, -0.11, 0.02], [-0.12, 0.03, 0.07], [-0.19, 0.05, 0.02], [-0.07, -0.06, -0.06], [-0.09, 0.11, -0.06], [-0.01, -0.10, 0.00], [-0.26, 0.07, -0.27], [0.06, 0.28, -0.31], [-0.05, -0.01, -0.21], [-0.14, -0.33, 0.05], [0.23, -0.14, 0.29], [0.02, -0.01, -0.01], [0.03, 0.03, -0.11], [-0.05, -0.07, 0.12], [-0.04, -0.03, -0.11], [-0.04, 0.02, -0.08], [-0.04, -0.01, -0.10], [0.27, -0.02, 0.00], [0.07, 0.30, 0.15], [0.44, 0.24, 0.67], [-0.14, -0.48, -0.06], [-0.19, -0.15, -0.09], [-0.10, 0.07, 0.05], [0.15, -0.06, -0.03], [-0.04, 0.10, 0.08], [0.03, 0.10, -0.04], [0.05, 0.10, -0.04], [-0.03, -0.04, -0.06], [0.02, -0.17, 0.26], [0.33, -0.03, 0.18], [0.01, 0.32, 0.01], [-0.14, 0.05, 0.01], [-0.23, -0.13, -0.16], [0.01, 0.09, 0.00], [-0.41, -0.17, -0.35], [-0.11, -0.27, 0.17], [0.30, -0.04, 0.16], [0.08, 0.37, 0.21], [0.31, 0.11, -0.01], [0.13, 0.12, -0.11], [-0.09, -0.07, -0.05], [0.15, -0.07, -0.01], [0.07, 0.08, 0.09], [0.11, -0.03, 0.01], [-0.07, 0.04, -0.20], [-0.07, -0.07, -0.25], [-0.01, 0.30, -0.10], [0.08, 0.29, 0.84], [-0.04, -0.02, 0.01], [0.00, -0.01, 0.04], [-0.03, 0.13, 0.04], [0.01, -0.04, 0.01], [0.00, 0.02, 0.02], [-0.05, -0.11, -0.02], [-0.09, -0.02, -0.03], [0.03, 0.00, 0.01], [0.01, -0.01, -0.02], [-0.01, -0.01, 0.00], [0.00, 0.00, -0.01], [-0.08, 0.03, 0.04], [-0.08, -0.07, 0.06], [-0.01, 0.03, 0.02], [0.00, 0.04, -0.01], [-0.02, 0.02, -0.02], [0.03, -0.01, 0.00], [0.05, 0.12, 0.01], [0.11, -0.01, 0.05], [0.04, 0.00, 0.08], [0.04, -0.07, 0.03], [-0.01, 0.01, -0.03], [0.00, -0.01, 0.01], [0.02, -0.01, 0.02], [0.02, 0.00, 0.05], [0.01, 0.04, 0.00], [-0.07, 0.03, -0.04], [-0.01, 0.01, -0.06], [-0.15, -0.04, -0.04], [0.07, -0.06, -0.04], [-0.08, 0.17, 0.01], [-0.08, 0.08, -0.13], [0.12, -0.12, 0.23], [-0.08, -0.03, -0.03], [0.03, -0.02, -0.03], [-0.02, -0.02, 0.00], [0.00, 0.01, -0.03], [-0.04, 0.11, -0.08], [0.09, 0.21, 0.08], [-0.03, -0.22, 0.06], [0.04, -0.02, 0.02], [-0.05, -0.02, -0.01], [0.19, -0.27, 0.07], [-0.04, 0.12, 0.25], [-0.16, 0.18, -0.38], [0.03, -0.07, -0.14], [-0.07, 0.06, 0.09], [0.17, -0.34, 0.08], [-0.23, 0.44, 0.04], [0.38, -0.38, 0.06], [0.02, -0.02, 0.03], [-0.01, 0.00, 0.00], [0.01, -0.03, -0.14], [0.11, -0.24, 0.09], [-0.08, 0.03, 0.05], [0.13, 0.23, 0.04], [-0.02, 0.06, -0.27], [0.08, 0.01, 0.11], [-0.08, 0.09, 0.15], [0.01, 0.08, -0.07], [-0.11, -0.07, -0.10], [-0.13, 0.00, 0.01], [0.08, -0.07, -0.21], [0.28, -0.33, 0.28], [-0.15, -0.14, 0.08], [0.18, -0.07, 0.07], [-0.04, 0.15, 0.04]], "lowdin_spin": [2.778, 0.000, 0.000, 0.000, 0.000, 0.000, 0.000, 0.002, 0.003, 0.003, 0.001, 0.005, -0.001, 0.000, 0.000, 0.000, 0.000, 0.000, 0.000, 0.004, 0.029, 0.003, -0.001, 0.000, 0.000, 0.000, 0.000, 0.000, 0.000, 0.001, -0.001, 0.001, 0.001, 0.024, 0.002, 0.001, 0.001, -0.001, 0.000, 0.027, 0.000, 0.000, 0.000, 0.000, 0.000, 0.000, 0.004, 0.001, 0.031, 0.000, 0.000, 0.000, 0.000, 0.000, 0.000, 0.000, 0.000, 0.000, 0.000, 0.000, 0.000, 0.000, 0.000, 0.000, 0.000, 0.000, 0.000, 0.000, 0.000, 0.000, 0.000, 0.000, 0.000, 0.000, 0.000, 0.000, 0.000, 0.000, 0.000, 0.000, 0.000, 0.011, 0.001, 0.000, 0.000, 0.000, 0.000, 0.000, 0.000, 0.000, 0.000, 0.000, 0.000, 0.000, 0.000, -0.001, 0.003, 0.002, 0.026, 0.000, 0.000, -0.001, 0.000, 0.005, 0.001, 0.001, 0.034, 0.000, 0.000, 0.000, 0.000, 0.000, 0.000, 0.000, 0.000, 0.000], "gap_ev": [5.404, 5.343], "homo_energy_ev": [-1.460, -1.396], "total_charge": -2, "spin_multiplicity": 4}